#one
One molecule with the formula C6H11N. Source: the Open Molecules 2025 dataset; level of theory: ωB97M-V with the def2-TZVPD basis set.

```
! wB97M-V def2-TZVPD RIJCOSX def2/J DEFGRID3
* xyz 0 1
C 0.00 2.86 -0.96
C -0.07 1.55 -0.67
N -0.87 0.89 0.30
C -1.62 -0.36 0.14
C 1.75 -1.77 0.62
C 0.29 -1.88 0.67
C -0.66 -1.54 -0.33
H -0.48 3.80 -0.54
H 0.81 3.18 -1.64
H 0.32 0.99 -1.49
H -0.83 1.43 1.20
H -2.57 -0.11 -0.58
H -1.98 -0.44 1.09
H 2.18 -2.45 1.29
H 1.93 -0.80 1.02
H 2.05 -1.64 -0.43
H -0.17 -2.27 1.62
H -0.09 -1.47 -1.29
*
```

Its structure (SMILES) is C=CNC/C=C/C. The LUMO energy comes out at 0.9 eV.

Here are the Mulliken charges for atoms 1 to 6, given in e: -0.694, -0.134, -0.172, -0.605, -1.124, 0.078

---

#two
One molecule with the formula C6H11N. Source: the Open Molecules 2025 dataset; level of theory: ωB97M-V with the def2-TZVPD basis set.

```
! wB97M-V def2-TZVPD RIJCOSX def2/J DEFGRID3
* xyz 0 1
C -1.34 -0.04 2.66
N 1.63 -0.75 0.96
C 0.40 -0.08 0.74
C -0.86 -0.27 1.29
C 0.11 0.59 -3.05
C 0.50 -0.03 -1.75
C 0.30 0.61 -0.58
H -2.14 -0.70 3.01
H -1.69 0.98 2.86
H -0.58 -0.16 3.45
H 1.79 -1.51 0.32
H 1.84 -0.99 1.91
H -1.48 -0.73 0.51
H -0.85 0.20 -3.39
H 0.86 0.43 -3.81
H -0.10 1.65 -2.88
H 1.14 -0.90 -1.63
H 0.46 1.69 -0.63
*
```

Its structure (SMILES) is C/C=C(N)/C=C/C. The LUMO energy comes out at 0.5 eV.

Here are the Mulliken charges for atoms 1 to 6, given in e: -1.060, -0.522, 0.280, -0.309, -1.064, -0.030

---

#three
One molecule with the formula C6H11N. Source: the Open Molecules 2025 dataset; level of theory: ωB97M-V with the def2-TZVPD basis set.

```
! wB97M-V def2-TZVPD RIJCOSX def2/J DEFGRID3
* xyz 0 1
C -1.40 1.47 2.34
N -1.43 0.58 -0.58
C -0.31 0.49 0.26
C -0.36 0.71 1.57
C 1.82 -1.82 -1.97
C 0.71 -1.08 -1.29
C 0.88 -0.14 -0.35
H -1.00 2.41 2.70
H -1.81 0.87 3.15
H -2.27 1.65 1.71
H -1.18 0.75 -1.54
H -2.13 1.24 -0.29
H 0.53 0.43 2.12
H 1.64 -1.81 -3.05
H 1.80 -2.84 -1.61
H 2.80 -1.39 -1.73
H -0.19 -1.70 -1.23
H 1.90 0.18 -0.22
*
```

Its structure (SMILES) is C/C=C(N)/C=C/C. The LUMO energy comes out at 1.1 eV.

Here are the Mulliken charges for atoms 1 to 6, given in e: -1.106, -0.535, 0.485, -0.238, -1.077, 0.074

---

Q: Which of them is the least stable? A: #one.

---

#one
One molecule with the formula C6H11N. Source: the Open Molecules 2025 dataset; level of theory: ωB97M-V with the def2-TZVPD basis set.

```
! wB97M-V def2-TZVPD RIJCOSX def2/J DEFGRID3
* xyz 0 1
C -0.73 0.22 -0.60
C 0.67 -0.43 -0.70
C 1.51 0.72 -0.17
C 0.69 1.13 1.08
C -0.47 0.12 0.95
C 0.29 -1.18 0.64
H -1.97 -0.20 -2.11
H -2.73 -0.57 -0.48
H -0.93 1.27 -0.95
H 1.09 -0.95 -1.64
H 1.59 1.58 -0.86
H 2.53 0.37 0.01
H 0.27 2.12 1.02
H 1.32 0.95 1.98
H -1.30 0.14 1.68
H 1.15 -1.44 1.24
H -0.40 -1.99 0.42
N -1.77 -0.67 -1.07
*
```

Its structure (SMILES) is N[C@H]1[C@@H]2CC[C@H]1C2. The LUMO energy comes out at 1.0 eV.

Here are the Mulliken charges for atoms 1 to 6, given in e: -0.029, -0.439, -0.725, -0.797, -0.460, -0.547

---

#two
One molecule with the formula C6H11N. Source: the Open Molecules 2025 dataset; level of theory: ωB97M-V with the def2-TZVPD basis set.

```
! wB97M-V def2-TZVPD RIJCOSX def2/J DEFGRID3
* xyz 0 1
C 2.14 0.14 0.09
C 0.86 -0.72 0.02
C -0.49 0.04 0.11
C -1.67 -0.94 0.33
C -0.80 0.89 -1.13
C -0.40 0.92 1.29
N -0.25 1.59 2.23
H 2.22 0.85 -0.74
H 3.01 -0.52 0.04
H 2.21 0.70 1.03
H 0.90 -1.43 0.85
H 0.87 -1.30 -0.90
H -1.54 -1.53 1.24
H -2.61 -0.38 0.42
H -1.77 -1.62 -0.52
H -1.78 1.38 -1.03
H -0.05 1.68 -1.29
H -0.83 0.26 -2.02
*
```

Its structure (SMILES) is CCC(C)(C)C#N. The LUMO energy comes out at 0.8 eV.

Here are the Mulliken charges for atoms 1 to 6, given in e: -1.213, -0.718, 1.901, -1.772, -1.618, -0.126

---

#three
A 2-piece molecular cluster, C6H11N overall. Source: the Open Molecules 2025 dataset; level of theory: ωB97M-V with the def2-TZVPD basis set.

```
! wB97M-V def2-TZVPD RIJCOSX def2/J DEFGRID3
* xyz 0 1
C 1.21 2.17 0.88
C 0.75 -0.77 -1.58
C 0.98 0.85 1.02
C 0.11 -1.25 -0.54
C -0.58 -2.36 -0.06
C -1.31 1.05 0.23
N -0.25 0.25 0.80
H 2.06 2.75 1.34
H 0.46 2.84 0.38
H 1.25 0.15 -1.80
H 1.10 -1.47 -2.50
H 1.59 0.16 1.50
H -0.59 -2.40 0.95
H -0.32 -3.25 -0.61
H -1.63 -2.24 -0.25
H -1.72 1.60 1.11
H -1.06 1.67 -0.70
H -2.03 0.24 -0.18
*
```

The LUMO energy comes out at 0.8 eV.

Here are the Mulliken charges for atoms 1 to 6, given in e: -0.722, -0.693, -0.112, 0.608, -1.262, -0.921

---

#four
One molecule with the formula C6H11N. Source: the Open Molecules 2025 dataset; level of theory: ωB97M-V with the def2-TZVPD basis set.

```
! wB97M-V def2-TZVPD RIJCOSX def2/J DEFGRID3
* xyz 0 1
C 2.38 -1.18 -0.39
C 0.98 -1.03 0.21
C 0.27 0.25 -0.22
C -1.11 0.46 0.44
C -1.77 1.77 -0.01
C -2.25 -0.93 -0.69
N -2.13 -0.81 0.49
H 2.86 -2.10 -0.06
H 2.34 -1.20 -1.48
H 3.03 -0.34 -0.10
H 0.36 -1.89 -0.07
H 1.05 -1.04 1.31
H 0.88 1.11 0.09
H 0.23 0.31 -1.32
H -0.98 0.47 1.50
H -1.18 2.61 0.38
H -1.84 1.90 -1.10
H -2.78 1.86 0.41
*
```

The LUMO energy comes out at 0.9 eV.

Here are the Mulliken charges for atoms 1 to 6, given in e: -1.261, -0.273, -0.858, 0.468, -1.443, -0.116

---

Q: Which of them is the least stable? A: #three.

---

#one
One molecule with the formula C6H11N. Source: the Open Molecules 2025 dataset; level of theory: ωB97M-V with the def2-TZVPD basis set.

```
! wB97M-V def2-TZVPD RIJCOSX def2/J DEFGRID3
* xyz 0 1
C 2.12 0.08 -0.05
C 0.86 -0.76 0.05
C -0.49 0.00 0.13
C -1.59 -1.07 0.29
C -0.78 1.07 -0.98
C -0.49 0.89 1.31
N -0.51 1.75 2.09
H 2.12 0.69 -0.96
H 3.00 -0.57 -0.08
H 2.23 0.74 0.82
H 0.91 -1.38 0.96
H 0.80 -1.47 -0.78
H -1.34 -1.71 1.15
H -2.58 -0.65 0.45
H -1.61 -1.72 -0.59
H -1.74 1.55 -0.73
H -0.02 1.86 -0.92
H -0.84 0.74 -2.02
*
```

Its structure (SMILES) is CCC(C)(C)C#N. The LUMO energy comes out at 0.8 eV.

Here are the Mulliken charges for atoms 1 to 6, given in e: -1.279, -0.749, 1.819, -1.722, -1.613, -0.035

---

#two
One molecule with the formula C6H11N. Source: the Open Molecules 2025 dataset; level of theory: ωB97M-V with the def2-TZVPD basis set.

```
! wB97M-V def2-TZVPD RIJCOSX def2/J DEFGRID3
* xyz 0 1
C 1.83 0.55 0.41
C 1.01 -0.78 0.55
C -0.39 -0.63 -0.02
C -0.68 -1.31 -1.15
C -2.40 0.71 0.14
C -1.33 0.20 0.78
N 1.54 1.24 -0.84
H 2.86 0.22 0.41
H 1.53 1.17 1.28
H 1.54 -1.66 0.24
H 0.90 -0.90 1.64
H 0.03 -2.11 -1.38
H -1.66 -1.46 -1.58
H -3.28 0.98 0.72
H -2.35 0.75 -0.95
H -1.38 -0.19 1.79
H 0.67 0.98 -1.26
H 1.58 2.24 -0.75
*
```

Its structure (SMILES) is C=CC(=C)CCN. The LUMO energy comes out at 0.7 eV.

Here are the Mulliken charges for atoms 1 to 6, given in e: -0.382, -0.892, 0.445, -0.812, -0.748, -0.230

---

#three
C6H11N as an isolated structure. Source: the Open Molecules 2025 dataset; level of theory: ωB97M-V with the def2-TZVPD basis set.

```
! wB97M-V def2-TZVPD RIJCOSX def2/J DEFGRID3
* xyz 0 1
C 1.48 -1.23 0.31
C 1.37 -0.07 -0.80
C 0.88 1.36 -0.26
C -0.48 1.27 0.46
C -1.53 0.49 -0.37
N -1.86 -0.87 -0.66
C -2.01 -1.00 0.73
H 0.50 -1.64 0.51
H 2.17 -2.00 -0.15
H 1.83 -0.75 1.21
H 2.22 0.04 -1.51
H 0.64 -0.34 -1.56
H 1.66 1.76 0.33
H 0.78 2.03 -1.13
H -0.82 2.23 0.95
H -2.48 1.13 -0.65
H -1.41 -1.66 1.40
H -2.96 -0.74 1.18
*
```

The LUMO energy comes out at -1.0 eV.

Here are the Mulliken charges for atoms 1 to 6, given in e: -0.835, -0.694, -0.618, -0.333, -0.123, -0.476

---

#four
One molecule with the formula C6H11N. Source: the Open Molecules 2025 dataset; level of theory: ωB97M-V with the def2-TZVPD basis set.

```
! wB97M-V def2-TZVPD RIJCOSX def2/J DEFGRID3
* xyz 0 1
C -2.31 -0.33 -1.19
C -1.37 -1.08 -0.63
C 0.10 -0.79 -0.74
C 0.75 -0.27 0.56
C 2.18 0.17 0.29
C -0.10 0.84 1.13
N 0.19 2.06 0.97
H -0.53 2.65 1.39
H -2.05 0.55 -1.78
H -3.37 -0.53 -1.07
H -1.01 0.51 1.66
H -1.66 -1.94 -0.03
H 0.64 -1.69 -1.06
H 0.26 -0.03 -1.52
H 0.75 -1.09 1.29
H 2.75 -0.66 -0.16
H 2.20 1.01 -0.40
H 2.68 0.48 1.21
*
```

Its structure (SMILES) is [H]/N=C/[C@H](C)CC=C. The LUMO energy comes out at 1.1 eV.

Here are the Mulliken charges for atoms 1 to 6, given in e: -0.701, -0.203, -0.861, 0.560, -1.532, -0.280

---

Q: Which of them is the least stable? A: #three.

---

#one
One molecule with the formula C6H11N. Source: the Open Molecules 2025 dataset; level of theory: ωB97M-V with the def2-TZVPD basis set.

```
! wB97M-V def2-TZVPD RIJCOSX def2/J DEFGRID3
* xyz 0 1
C 0.31 1.37 -0.49
C 0.06 2.68 -0.81
N 0.80 3.72 -0.29
C -0.41 0.09 -0.65
C -0.01 -0.97 0.30
C -0.76 -2.07 0.43
C -0.22 -3.20 1.19
H 1.30 1.30 -0.01
H -0.68 2.93 -1.56
H 0.96 4.60 -0.78
H 1.72 3.51 0.13
H -1.53 0.18 -0.57
H -0.38 -0.28 -1.69
H 0.71 -0.69 1.05
H -1.69 -2.36 -0.30
H 0.88 -3.26 0.96
H -0.67 -4.20 0.79
H -0.38 -3.34 2.30
*
```

Its structure (SMILES) is C/C=C/C/C=C/N. The LUMO energy comes out at 1.2 eV.

Here are the Mulliken charges for atoms 1 to 6, given in e: -0.552, -0.027, -0.501, -0.259, -0.416, 0.004

---

#two
One molecule with the formula C6H11N. Source: the Open Molecules 2025 dataset; level of theory: ωB97M-V with the def2-TZVPD basis set.

```
! wB97M-V def2-TZVPD RIJCOSX def2/J DEFGRID3
* xyz 0 1
C 2.23 -1.32 -1.00
N 0.79 -0.96 -1.11
C 0.33 -0.06 -0.12
C -0.89 -0.29 0.43
C -1.77 0.74 1.05
C -2.73 0.26 1.84
C 0.84 1.34 -0.32
H 2.80 -0.41 -1.11
H 2.33 -1.92 -0.10
H 2.55 -2.00 -1.79
H -0.07 -1.39 -1.40
H -1.29 -1.24 0.06
H -1.68 1.74 0.62
H -3.49 0.92 2.29
H -2.89 -0.76 2.13
H 1.91 1.58 -0.28
H 0.36 2.18 0.19
H 0.67 1.60 -1.38
*
```

Its structure (SMILES) is C=C/C=C(\C)NC. The LUMO energy comes out at 1.0 eV.

Here are the Mulliken charges for atoms 1 to 6, given in e: -0.767, -0.309, 0.965, -0.745, -0.189, -0.788

---

Q: Which of them is the least stable? A: #two.

---

#one
One molecule with the formula C6H11N. Source: the Open Molecules 2025 dataset; level of theory: ωB97M-V with the def2-TZVPD basis set.

```
! wB97M-V def2-TZVPD RIJCOSX def2/J DEFGRID3
* xyz 0 1
C -0.57 -3.26 1.58
C -0.17 -2.68 0.45
N -0.65 -1.42 0.06
C 0.36 -0.47 -0.44
C 0.18 3.41 -0.70
C 0.31 1.94 -1.00
C 0.03 0.96 -0.15
H -1.19 -2.70 2.28
H -0.32 -4.28 1.84
H 0.56 -3.19 -0.17
H -1.22 -1.08 0.80
H 1.33 -0.71 0.01
H 0.50 -0.70 -1.50
H 1.16 3.88 -0.78
H -0.50 3.81 -1.46
H -0.10 3.63 0.32
H 0.62 1.71 -2.01
H -0.33 1.14 0.86
*
```

Its structure (SMILES) is C=CNC/C=C/C. The LUMO energy comes out at 1.2 eV.

Here are the Mulliken charges for atoms 1 to 6, given in e: -0.885, 0.132, -0.367, -0.325, -1.155, -0.178

---

#two
One molecule with the formula C6H11N. Source: the Open Molecules 2025 dataset; level of theory: ωB97M-V with the def2-TZVPD basis set.

```
! wB97M-V def2-TZVPD RIJCOSX def2/J DEFGRID3
* xyz 0 1
C -0.96 1.90 0.57
N 0.30 -0.36 1.81
C -0.01 -0.38 0.39
C -0.33 0.79 -0.20
C -0.24 1.06 -1.69
C 0.67 -2.80 0.05
C 0.62 -1.50 -0.33
H -0.51 2.89 0.42
H -2.03 2.01 0.41
H -0.86 1.74 1.64
H 0.53 -1.27 2.15
H 0.99 0.36 1.92
H 0.11 2.08 -1.86
H -1.25 1.01 -2.11
H 0.46 0.38 -2.17
H 0.35 -3.54 -0.68
H 1.12 -3.19 0.96
H 1.04 -1.17 -1.28
*
```

Its structure (SMILES) is C=CC(N)=C(C)C. The LUMO energy comes out at 0.5 eV.

Here are the Mulliken charges for atoms 1 to 6, given in e: -1.376, -0.576, 0.789, 0.501, -1.260, -0.838

---

#three
One molecule with the formula C6H11N. Source: the Open Molecules 2025 dataset; level of theory: ωB97M-V with the def2-TZVPD basis set.

```
! wB97M-V def2-TZVPD RIJCOSX def2/J DEFGRID3
* xyz 0 1
C -0.85 -1.41 -1.32
N 0.10 -1.25 -0.30
C 0.28 0.02 0.43
C 0.21 1.27 -0.10
C 0.92 1.41 -1.50
C -0.23 0.29 2.87
C 0.60 -0.25 1.91
H -0.65 -2.39 -1.89
H -0.92 -0.69 -2.14
H -1.84 -1.47 -0.92
H 0.07 -2.20 0.23
H -0.47 2.10 0.10
H 0.08 1.76 -2.14
H 1.43 0.55 -2.05
H 1.52 2.42 -1.61
H -0.49 -0.06 3.89
H -1.11 0.91 2.54
H 1.35 -1.02 1.99
*
```

Its structure (SMILES) is C=C/C(=C/C)NC. The LUMO energy comes out at 1.0 eV.

Here are the Mulliken charges for atoms 1 to 6, given in e: -0.959, -0.263, 0.326, -0.244, -1.148, -0.717

---

#four
One molecule with the formula C6H11N. Source: the Open Molecules 2025 dataset; level of theory: ωB97M-V with the def2-TZVPD basis set.

```
! wB97M-V def2-TZVPD RIJCOSX def2/J DEFGRID3
* xyz 0 1
C -3.39 -0.14 -0.83
C -2.33 -0.12 0.25
C -1.05 0.02 -0.09
N 0.05 -0.14 0.77
C 1.27 0.51 0.38
C 3.59 -0.16 -0.08
C 2.60 -0.11 0.80
H -4.30 0.39 -0.57
H -3.03 0.41 -1.70
H -3.61 -1.17 -1.12
H -2.67 -0.33 1.26
H -0.75 0.26 -1.11
H 0.10 -1.02 1.25
H 1.31 1.55 0.73
H 1.35 0.51 -0.72
H 3.42 0.04 -1.14
H 4.66 -0.21 0.08
H 2.79 -0.28 1.85
*
```

Its structure (SMILES) is C=CCN/C=C/C. The LUMO energy comes out at 1.2 eV.

Here are the Mulliken charges for atoms 1 to 6, given in e: -1.055, -0.142, -0.234, -0.252, -0.324, -0.792

---

Q: Which of them is the least stable? A: #three.

---

#one
One molecule with the formula C6H11N. Source: the Open Molecules 2025 dataset; level of theory: ωB97M-V with the def2-TZVPD basis set.

```
! wB97M-V def2-TZVPD RIJCOSX def2/J DEFGRID3
* xyz 0 1
C 1.70 1.26 -0.20
N 0.12 1.13 -2.70
C -0.09 0.25 -1.63
C 0.54 0.34 -0.46
C 0.13 -0.53 0.67
C -1.11 -0.63 1.14
C -1.48 -1.57 2.25
H 1.71 1.57 0.84
H 1.61 2.18 -0.78
H 2.64 0.75 -0.42
H -0.12 0.80 -3.62
H 1.04 1.56 -2.70
H -0.80 -0.52 -1.89
H 0.91 -1.12 1.14
H -1.93 0.00 0.81
H -0.63 -2.00 2.76
H -2.10 -2.39 1.83
H -2.15 -1.08 2.95
*
```

Its structure (SMILES) is C/C=C/C(C)=C/N. The LUMO energy comes out at 1.1 eV.

Here are the Mulliken charges for atoms 1 to 6, given in e: -1.483, -0.527, -0.362, 0.548, -0.451, -0.081

---

#two
One molecule with the formula C6H11N. Source: the Open Molecules 2025 dataset; level of theory: ωB97M-V with the def2-TZVPD basis set.

```
! wB97M-V def2-TZVPD RIJCOSX def2/J DEFGRID3
* xyz 0 1
C -1.10 -0.54 2.15
C -0.49 -1.45 1.39
N 0.92 -1.40 1.09
C 1.37 -1.11 -0.33
C -0.73 2.02 -1.53
C 0.16 1.05 -0.78
C 0.36 -0.25 -1.03
H -0.49 0.06 2.82
H -2.15 -0.33 2.14
H -0.86 -2.03 0.55
H 1.12 -0.59 1.68
H 1.52 -2.12 -0.79
H 2.35 -0.61 -0.27
H -0.87 2.81 -0.78
H -1.46 1.30 -1.91
H -0.35 2.35 -2.49
H 0.74 1.43 0.08
H -0.05 -0.57 -2.00
*
```

Its structure (SMILES) is C=CNC/C=C/C. The LUMO energy comes out at 1.1 eV.

Here are the Mulliken charges for atoms 1 to 6, given in e: -0.825, -0.007, -0.457, -0.699, -1.174, 0.133

---

Q: Which of them is the least stable? A: #two.